i.
{
  "formula": "C4H5NO2",
  "method": "ωB97M-V/def2-TZVPD",
  "symbols": ["O", "C", "C", "O", "C", "C", "N", "H", "H", "H", "H", "H"],
  "coordinates": [[2.1401, -0.5906, 1.2486], [1.0907, -0.2234, 0.5650], [1.0394, 0.1350, -0.7760], [-0.1850, 0.1529, -1.3786], [-1.3435, 0.0146, -0.8134], [-1.3320, 0.1378, 0.5660], [-0.1211, -0.1111, 1.1894], [1.5376, -0.4916, -1.4118], [1.7235, 1.0122, -0.8847], [-2.1698, 0.0573, -1.5285], [-2.3469, -0.1484, 0.9240], [-0.0331, 0.0557, 2.2998]],
  "smiles": "O=C1COC=CN1",
  "orbital_gap_ev": 8.693,
  "lumo_ev": 0.60,
  "e_homo_ev": -8.09
}

***

ii.
{
  "formula": "C4H5NO2",
  "method": "ωB97M-V/def2-TZVPD",
  "symbols": ["N", "C", "C", "C", "O", "C", "O", "H", "H", "H", "H", "H"],
  "coordinates": [[0.5478, -1.5770, -0.2251], [0.0169, -0.2876, -0.1956], [0.9302, 0.9162, 0.0618], [-0.2701, 0.9111, 0.8820], [-1.4166, 1.3166, 0.1487], [-1.3606, 0.1369, -0.5972], [-2.2913, -0.3813, -1.1361], [1.2714, -1.8348, -0.8801], [-0.0110, -2.3402, 0.0967], [1.7992, 0.6041, 0.6406], [1.1274, 1.6010, -0.7517], [-0.3688, 0.9315, 1.9638]],
  "orbital_gap_ev": 10.046,
  "lumo_ev": 0.92,
  "e_homo_ev": -9.13
}

***

iii.
{
  "formula": "C4H5NO2",
  "method": "ωB97M-V/def2-TZVPD",
  "symbols": ["C", "C", "C", "O", "C", "O", "N", "H", "H", "H", "H", "H"],
  "coordinates": [[-1.5311, -0.3554, -0.7427], [-0.2093, 0.1010, -0.2389], [0.2071, 1.3172, 0.1176], [1.4263, 1.2377, 0.7604], [1.7698, -0.0966, 0.8695], [2.7322, -0.5168, 1.4580], [0.7986, -0.7760, 0.1661], [-1.5129, -0.7212, -1.7739], [-1.9041, -1.1591, -0.0978], [-2.2383, 0.4751, -0.6793], [-0.2887, 2.2735, 0.0517], [0.7504, -1.7793, 0.1094]],
  "smiles": "Cc1coc(=O)[nH]1",
  "orbital_gap_ev": 9.314,
  "lumo_ev": 0.69,
  "e_homo_ev": -8.62
}

***

iv.
{
  "formula": "C4H5NO2",
  "method": "ωB97M-V/def2-TZVPD",
  "symbols": ["O", "C", "C", "C", "N", "C", "O", "H", "H", "H", "H", "H"],
  "coordinates": [[-2.1838, 0.7729, 0.8112], [-1.8063, -0.0258, -0.0116], [-0.3631, 0.0125, -0.4672], [0.5045, 0.8023, 0.4973], [1.8393, 0.2032, 0.3042], [1.5952, -0.9401, -0.1810], [0.3023, -1.2609, -0.5146], [-2.5199, -0.7326, -0.4722], [-0.3184, 0.4318, -1.4858], [0.4458, 1.8813, 0.3510], [0.1955, 0.5959, 1.5284], [2.3090, -1.7405, -0.3596]],
  "smiles": "O=C[C@H]1CN=CO1",
  "orbital_gap_ev": 10.649,
  "lumo_ev": 0.59,
  "e_homo_ev": -10.06
}

***

iii is the most stable structure; the next one sits 0.0511 hartree above it.

***

i.
{
  "formula": "C4H5NO2",
  "method": "ωB97M-V/def2-TZVPD",
  "symbols": ["O", "C", "C", "C", "N", "C", "O", "H", "H", "H", "H", "H"],
  "coordinates": [[3.0621, -0.3006, -0.2660], [1.8848, -0.2374, -0.5172], [0.8927, 0.4093, 0.3701], [-0.2073, 1.2918, -0.2489], [-0.4323, -0.0599, 0.1270], [-1.3732, -0.8003, 0.5595], [-2.6173, -0.4223, 0.2982], [1.4452, -0.6172, -1.4681], [1.1983, 0.5656, 1.4028], [-0.1177, 1.3889, -1.3391], [-2.5057, 0.4878, -0.0492], [-1.2296, -1.7057, 1.1309]],
  "orbital_gap_ev": [8.605, 8.605],
  "lumo_ev": [0.51, 0.51],
  "e_homo_ev": [-8.09, -8.09]
}

***

ii.
{
  "formula": "C4H5NO2",
  "method": "ωB97M-V/def2-TZVPD",
  "symbols": ["O", "C", "N", "C", "C", "O", "C", "H", "H", "H", "H", "H"],
  "coordinates": [[1.3651, 2.8832, 0.9165], [0.2706, 1.3657, -0.5580], [0.2552, 0.2079, 0.0311], [0.1295, -1.0525, -0.6791], [-0.7465, -1.9979, 0.1127], [-1.0709, -1.7765, 1.2547], [0.3531, 2.5065, 0.3539], [0.2800, 0.0913, 1.0465], [1.1110, -1.5293, -0.8177], [-0.2852, -0.8563, -1.6717], [-1.0620, -2.9220, -0.4085], [-0.5998, 3.0797, 0.4196]],
  "orbital_gap_ev": 9.400,
  "lumo_ev": 0.50,
  "e_homo_ev": -8.90
}

***

ii is the most stable structure; the next one sits 0.0526 hartree above it.

***

i.
{
  "formula": "C4H5NO2",
  "method": "ωB97M-V/def2-TZVPD",
  "symbols": ["O", "C", "C", "C", "C", "N", "H", "H", "H", "O", "H", "H"],
  "coordinates": [[1.5974, 0.1545, 1.4320], [0.6783, -0.0802, 0.6889], [-0.1414, -1.3575, 0.6704], [-0.6619, -1.4425, -0.5201], [-0.1979, -0.2456, -1.3272], [0.5704, 0.4488, -0.6409], [-0.3061, -1.8834, 1.5877], [-1.1491, -2.2583, -1.0189], [-0.4736, 0.0144, -2.3500], [-0.1743, 2.3510, 0.7891], [0.8239, 2.2760, 0.7183], [-0.5656, 2.0229, -0.0294]],
  "smiles": "O=C1C=CC=N1.O",
  "orbital_gap_ev": 9.102,
  "lumo_ev": -1.16,
  "e_homo_ev": -10.27
}

***

ii.
{
  "formula": "C4H5NO2",
  "method": "ωB97M-V/def2-TZVPD",
  "symbols": ["O", "C", "C", "C", "N", "C", "O", "H", "H", "H", "H", "H"],
  "coordinates": [[-1.1942, -0.3201, 2.4356], [-0.9007, -0.3417, 1.2649], [0.4907, -0.0287, 0.8039], [0.9592, -0.7734, -0.3937], [0.7559, 0.6550, -0.4805], [-0.3538, 1.1073, -1.2425], [-1.1900, 0.4105, -1.7576], [-1.6242, -0.6508, 0.4844], [1.1758, 0.2320, 1.6075], [0.2353, -1.4012, -0.9099], [1.9966, -1.0882, -0.4469], [-0.3506, 2.1993, -1.3653]],
  "smiles": "O=C[C@H]1CN1C=O",
  "orbital_gap_ev": 10.661,
  "lumo_ev": 0.58,
  "e_homo_ev": -10.08
}

***

ii is the most stable structure; the next one sits 0.0078 hartree above it.

***

i.
{
  "formula": "C4H5NO2",
  "method": "ωB97M-V/def2-TZVPD",
  "symbols": ["C", "C", "C", "O", "C", "O", "N", "H", "H", "H", "H", "H"],
  "coordinates": [[1.3908, -0.6982, 1.2394], [0.3760, -0.4214, 0.4181], [0.6890, 0.1195, -0.9319], [-0.4909, 0.8734, -1.2569], [-1.3796, 0.4231, -0.3607], [-2.5796, 0.9575, -0.5107], [-1.0218, -0.4038, 0.5632], [2.3017, -0.1427, 1.0432], [1.3895, -1.3998, 2.0559], [1.6271, 0.6757, -0.8794], [0.7994, -0.6818, -1.6755], [-3.0965, 0.7020, 0.2677]],
  "smiles": "C=C1COC(O)=N1",
  "orbital_gap_ev": 9.298,
  "lumo_ev": 0.72,
  "e_homo_ev": -8.58
}

***

ii.
{
  "formula": "C4H5NO2",
  "method": "ωB97M-V/def2-TZVPD",
  "symbols": ["C", "C", "C", "O", "C", "O", "N", "H", "H", "H", "H", "H"],
  "coordinates": [[1.6294, 0.3634, 0.5396], [0.2753, -0.0805, 0.1154], [-0.4289, -1.1577, 0.4728], [-1.6714, -1.1370, -0.1218], [-1.7956, 0.0359, -0.8171], [-2.8196, 0.4250, -1.3189], [-0.5620, 0.6391, -0.7420], [2.4010, -0.1275, -0.0545], [1.7744, 1.4426, 0.4524], [1.7892, 0.1024, 1.5878], [-0.2678, -1.9335, 1.2018], [-0.3238, 1.4281, -1.3155]],
  "smiles": "Cc1coc(=O)[nH]1",
  "orbital_gap_ev": 9.282,
  "lumo_ev": 0.70,
  "e_homo_ev": -8.58
}

***

iii.
{
  "formula": "C4H5NO2",
  "method": "ωB97M-V/def2-TZVPD",
  "symbols": ["O", "C", "C", "O", "N", "C", "C", "H", "H", "H", "H", "H"],
  "coordinates": [[-2.8555, 0.8363, 1.0096], [-1.6629, 0.7246, 0.9425], [-0.9931, -0.5376, 0.3944], [-1.5366, -1.6057, 0.2452], [0.3399, -0.3152, 0.2304], [1.0542, 0.6589, -0.5159], [1.2680, -0.9064, -0.6435], [-0.9587, 1.5119, 1.2975], [1.5923, 1.3723, 0.1331], [0.7062, 1.1101, -1.4360], [0.8340, -1.5910, -1.4017], [2.2122, -1.2583, -0.2556]],
  "smiles": "O=CC(=O)N1CC1",
  "orbital_gap_ev": 9.734,
  "lumo_ev": -0.18,
  "e_homo_ev": -9.91
}

***

iv.
{
  "formula": "C4H5NO2",
  "method": "ωB97M-V/def2-TZVPD",
  "symbols": ["C", "N", "C", "C", "O", "C", "O", "H", "H", "H", "H", "H"],
  "coordinates": [[1.9107, -0.9376, 0.0775], [0.7059, -0.8276, 0.4412], [-0.2830, -0.5909, -0.5903], [-0.4992, 0.8774, -0.2078], [0.2820, 1.7739, -0.4159], [-1.6736, 1.1311, 0.7352], [-2.3925, 0.2487, 1.1285], [2.2211, -1.1597, -0.9493], [2.6915, -0.7736, 0.8157], [0.0666, -0.7492, -1.6240], [-1.2113, -1.1406, -0.4129], [-1.7758, 2.1896, 1.0371]],
  "smiles": "C=NCC(=O)C=O",
  "orbital_gap_ev": 9.197,
  "lumo_ev": -0.64,
  "e_homo_ev": -9.84
}

***

ii is the most stable structure; the next one sits 0.0479 hartree above it.

***

i.
{
  "formula": "C4H5NO2",
  "method": "ωB97M-V/def2-TZVPD",
  "symbols": ["O", "C", "C", "C", "N", "C", "O", "H", "H", "H", "H", "H"],
  "coordinates": [[-1.0724, 2.2464, 0.6215], [-0.7465, 1.1924, 0.0945], [-0.8759, -0.1973, 0.5480], [-0.1377, -1.2637, -0.1408], [1.2479, -0.9308, 0.2805], [1.5973, 0.2510, -0.1285], [0.8295, 1.2020, -0.5889], [-1.5842, -0.4127, 1.3564], [-1.2820, 0.8977, -0.9066], [-0.2255, -1.2209, -1.2366], [-0.4157, -2.2643, 0.2037], [2.6651, 0.5003, -0.1032]],
  "orbital_gap_ev": [7.524, 7.527],
  "lumo_ev": [-2.05, -2.05],
  "e_homo_ev": [-9.57, -9.57]
}

***

ii.
{
  "formula": "C4H5NO2",
  "method": "ωB97M-V/def2-TZVPD",
  "symbols": ["C", "C", "C", "C", "N", "O", "O", "H", "H", "H", "H", "H"],
  "coordinates": [[-0.6688, -0.5553, -1.7377], [0.3534, -1.9716, -0.1833], [0.4305, 0.2104, 0.3856], [-0.3432, 1.2983, 0.9343], [0.5486, -0.9988, 0.5851], [-0.2094, -1.7126, -1.4077], [0.5367, 2.4087, 1.3853], [-0.9363, -0.4714, -2.7941], [0.7689, -2.9943, -0.1400], [-0.8416, 1.6621, 0.1258], [-1.0817, 0.9801, 1.7491], [1.4428, 2.1445, 1.0976]],
  "orbital_gap_ev": [8.189, 8.190],
  "lumo_ev": [0.05, 0.05],
  "e_homo_ev": [-8.14, -8.14]
}

***

iii.
{
  "formula": "C4H5NO2",
  "method": "ωB97M-V/def2-TZVPD",
  "symbols": ["N", "C", "C", "C", "O", "C", "O", "H", "H", "H", "H", "H"],
  "coordinates": [[0.2851, 0.9917, 1.3479], [-0.0092, 0.0958, 0.2953], [1.0561, -0.5391, -0.5876], [-0.0186, 0.2674, -1.2043], [-1.2052, -0.5477, -1.3402], [-1.3138, -0.6214, 0.0368], [-2.2364, -1.0223, 0.6763], [0.8392, 0.5493, 2.0720], [-0.5723, 1.3300, 1.7734], [2.0235, -0.0463, -0.5280], [1.0830, -1.6165, -0.7321], [0.0686, 1.1592, -1.8098]],
  "orbital_gap_ev": 10.509,
  "lumo_ev": 0.90,
  "e_homo_ev": -9.61
}

***

iv.
{
  "formula": "C4H5NO2",
  "method": "ωB97M-V/def2-TZVPD",
  "symbols": ["O", "C", "N", "C", "C", "O", "C", "H", "H", "H", "H", "H"],
  "coordinates": [[0.7644, 2.5507, 0.5001], [0.5350, 1.3748, 0.3204], [1.4314, 0.3915, -0.1943], [0.4416, -1.0300, -0.5479], [-0.9032, -0.5802, -0.0968], [-0.9576, -0.3084, 1.2899], [-0.8656, 0.7945, 0.3876], [1.7253, -0.4784, 0.1971], [0.7295, -2.0016, -0.0447], [0.5981, -1.1523, -1.6106], [-1.7861, -1.0274, -0.5428], [-1.7128, 1.4668, 0.3419]],
  "smiles": "O=C1NC[C@H]2O[C@@H]12",
  "orbital_gap_ev": 10.775,
  "lumo_ev": 0.75,
  "e_homo_ev": -10.03
}

***

iii is the most stable structure; the next one sits 0.0702 hartree above it.

***

i.
{
  "formula": "C4H5NO2",
  "method": "ωB97M-V/def2-TZVPD",
  "symbols": ["C", "C", "C", "O", "C", "N", "O", "H", "H", "H", "H", "H"],
  "coordinates": [[2.1032, 1.1775, -1.3267], [0.9667, 0.4969, -1.2795], [0.0952, 0.4816, -0.0109], [-1.2058, 0.1556, -0.3048], [-1.7080, -0.6439, 0.6692], [-0.8148, -1.1941, 1.3705], [0.3757, -0.6324, 1.0072], [2.6807, 1.3074, -2.2782], [2.5678, 1.6764, -0.3903], [0.7556, -0.2555, -2.0403], [0.2836, 1.3874, 0.5928], [-2.6864, -1.0156, 0.5908]],
  "smiles": "C=C[C@H]1OC=NO1",
  "orbital_gap_ev": 10.180,
  "lumo_ev": 1.00,
  "e_homo_ev": -9.18
}

***

ii.
{
  "formula": "C4H5NO2",
  "method": "ωB97M-V/def2-TZVPD",
  "symbols": ["O", "C", "N", "C", "C", "O", "C", "H", "H", "H", "H", "H"],
  "coordinates": [[-0.6403, -2.4492, -1.1574], [-0.4827, -1.3374, -0.6453], [-1.2767, -0.4181, -1.1851], [-0.1663, 1.3484, -0.1822], [0.6766, 0.4386, 0.6654], [-0.0694, -0.3411, 1.5780], [0.4931, -0.9953, 0.4463], [-1.1355, 0.7844, -0.5176], [-0.6139, 2.1681, 0.3900], [0.3320, 1.7175, -1.0786], [1.6258, 0.8259, 1.0362], [1.2572, -1.7418, 0.6503]],
  "orbital_gap_ev": 8.410,
  "lumo_ev": -1.75,
  "e_homo_ev": -10.16
}

***

iii.
{
  "formula": "C4H5NO2",
  "method": "ωB97M-V/def2-TZVPD",
  "symbols": ["O", "C", "C", "C", "C", "O", "N", "H", "H", "H", "H", "H"],
  "coordinates": [[0.6626, -2.4073, -0.1576], [0.1452, -1.4142, 0.6890], [-0.0082, -0.0887, -0.0012], [-0.4075, 1.1766, 0.5196], [-0.3363, 1.9855, -0.5643], [0.0632, 1.2968, -1.6399], [0.2665, -0.0093, -1.2755], [0.8723, -1.9922, -1.0070], [-0.8368, -1.7324, 1.0697], [0.7978, -1.2802, 1.5646], [-0.6920, 1.4287, 1.5306], [-0.5268, 3.0368, -0.7279]],
  "smiles": "OCc1ccon1",
  "orbital_gap_ev": 11.144,
  "lumo_ev": 0.88,
  "e_homo_ev": -10.26
}

***

iii is the most stable structure; the next one sits 0.0626 hartree above it.